3 unconnected molecules or ions with the total composition C3H14NO2 at a distorted geometry. Source: the Open Molecules 2025 dataset; level of theory: the ωB97M-V functional and the def2-TZVPD basis.

Geometry as ORCA input:
```
! wB97M-V def2-TZVPD RIJCOSX def2/J DEFGRID3
* xyz 1 1
C -1.2199 0.0493 -0.1670
C 0.0435 0.4488 -0.9941
C -0.0479 1.9062 -1.4406
N -0.9124 -1.1836 0.7012
H -2.0433 -0.1452 -0.8650
H -1.3564 0.9431 0.4104
H 0.8230 0.4694 -0.2263
H 0.2299 -0.3180 -1.7423
H -0.4518 2.6388 -0.7386
H -0.8893 2.0029 -2.1540
H 0.7861 2.2907 -2.0194
H -0.4399 -0.8826 1.5634
H -0.2558 -1.8194 0.1842
H -1.7801 -1.6355 0.9827
H 1.3305 -3.1303 -0.0401
H 2.3161 -2.0392 -0.3366
O 1.3855 -2.2445 -0.4182
H 1.0843 1.4501 1.8873
H 0.7279 0.5528 3.1839
O 0.6699 0.6463 2.2291
*
```

Results
* E: -327.69043 a.u.
* gap between HOMO and LUMO: 11.921 eV
* HOMO: -15.04 eV
* lowest unoccupied orbital energy: -0.1146 hartree

Charges computed using natural (NBO), reported in e: atom 1 (C): -0.223, atom 2 (C): -0.409, atom 3 (C): -0.641, atom 4 (N): -0.707, atom 5 (H): 0.227, atom 6 (H): 0.232, atom 7 (H): 0.199, atom 8 (H): 0.231, atom 9 (H): 0.221, atom 10 (H): 0.218, atom 11 (H): 0.245, atom 12 (H): 0.462, atom 13 (H): 0.467, atom 14 (H): 0.430, atom 15 (H): 0.486, atom 16 (H): 0.506, atom 17 (O): -0.960, atom 18 (H): 0.508, atom 19 (H): 0.504, atom 20 (O): -0.998

---

3 unconnected molecules or ions with the total composition C3H14NO2 at a distorted geometry. Source: the Open Molecules 2025 dataset; level of theory: the ωB97M-V functional and the def2-TZVPD basis.

Geometry as ORCA input:
```
! wB97M-V def2-TZVPD RIJCOSX def2/J DEFGRID3
* xyz 1 1
C 1.2032 -1.5462 -1.0101
C 1.2567 -0.7500 0.2990
N 0.5670 0.6294 0.3729
C -0.8557 0.6160 0.1887
H 0.1015 -1.8087 -1.1462
H 1.6214 -1.0294 -1.8312
H 1.8337 -2.4185 -0.9005
H 0.8242 -1.2425 1.1792
H 2.2675 -0.5839 0.3456
H 0.8442 1.2752 -0.4340
H 0.9301 1.1770 1.1478
H -1.2407 1.3889 -0.4754
H -1.3760 0.4011 1.1225
H -1.1825 -0.3556 -0.3934
H 1.9606 1.8146 -2.7792
H 0.4847 2.1245 -3.0755
O 1.0556 1.7060 -2.3980
H -3.4309 0.2262 3.0573
H -3.7562 -0.9520 3.6946
O -3.1086 -0.6722 3.0359
*
```

Results
* E: -327.65909 a.u.
* gap between HOMO and LUMO: 11.517 eV
* HOMO: -14.51 eV
* lowest unoccupied orbital energy: -0.1099 hartree

Charges computed using natural (NBO), reported in e: atom 1 (C): -0.622, atom 2 (C): -0.202, atom 3 (N): -0.532, atom 4 (C): -0.463, atom 5 (H): 0.219, atom 6 (H): 0.232, atom 7 (H): 0.255, atom 8 (H): 0.226, atom 9 (H): 0.217, atom 10 (H): 0.473, atom 11 (H): 0.436, atom 12 (H): 0.247, atom 13 (H): 0.254, atom 14 (H): 0.240, atom 15 (H): 0.499, atom 16 (H): 0.503, atom 17 (O): -0.984, atom 18 (H): 0.460, atom 19 (H): 0.477, atom 20 (O): -0.936

---

3 unconnected molecules or ions with the total composition C3H14NO2S2 at a distorted geometry. Source: the Open Molecules 2025 dataset; level of theory: the ωB97M-V functional and the def2-TZVPD basis.

Geometry as ORCA input:
```
! wB97M-V def2-TZVPD RIJCOSX def2/J DEFGRID3
* xyz 1 1
N 1.3603 -1.4556 2.0936
C 1.0986 -2.0403 0.7362
C -0.1613 -1.5150 0.1060
S -0.3180 0.3288 0.4534
S 0.2505 1.2675 -1.2599
C -1.3590 1.5285 -2.0173
H 1.2881 -0.4304 2.1093
H 2.2116 -1.7065 2.6033
H 0.6229 -1.8917 2.6536
H 1.0658 -3.1207 0.8673
H 1.9339 -1.7826 0.0916
H -0.1951 -1.6357 -0.9726
H -1.1124 -1.8857 0.4897
H -1.2941 2.2408 -2.8307
H -2.0952 1.8302 -1.2879
H -1.6758 0.6331 -2.5499
H 3.7355 1.4027 3.0811
H 3.7096 1.0839 1.5453
O 3.7788 0.7038 2.4236
H -4.0347 2.8241 -2.4912
H -4.8271 1.7373 -3.1433
O -3.9827 1.8835 -2.7013
*
```

Results
* E: -1124.06403 a.u.
* gap between HOMO and LUMO: 9.049 eV
* HOMO: -12.25 eV
* lowest unoccupied orbital energy: -0.1178 hartree

Charges computed using natural (NBO), reported in e: atom 1 (N): -0.686, atom 2 (C): -0.241, atom 3 (C): -0.552, atom 4 (S): 0.020, atom 5 (S): 0.136, atom 6 (C): -0.756, atom 7 (H): 0.468, atom 8 (H): 0.458, atom 9 (H): 0.430, atom 10 (H): 0.234, atom 11 (H): 0.238, atom 12 (H): 0.274, atom 13 (H): 0.240, atom 14 (H): 0.251, atom 15 (H): 0.244, atom 16 (H): 0.231, atom 17 (H): 0.492, atom 18 (H): 0.484, atom 19 (O): -0.972, atom 20 (H): 0.473, atom 21 (H): 0.482, atom 22 (O): -0.948

---

3 unconnected molecules or ions with the total composition C3H14NO3 at a distorted geometry. Source: the Open Molecules 2025 dataset; level of theory: the ωB97M-V functional and the def2-TZVPD basis.

Geometry as ORCA input:
```
! wB97M-V def2-TZVPD RIJCOSX def2/J DEFGRID3
* xyz 0 2
C -0.2457 1.0404 -1.1190
C -1.2328 0.0147 -0.5486
C -2.2483 -0.3120 -1.6008
O -0.4932 -1.1106 -0.0746
N 0.9399 1.1984 -0.2570
H 0.1123 0.7510 -2.0990
H -0.7552 1.9942 -1.1884
H -1.6836 0.4184 0.3331
H -3.0713 -0.9406 -1.2793
H -1.8438 -0.7574 -2.5209
H -2.7460 0.5804 -1.9850
H -0.5960 -1.9470 -0.5427
H 1.3747 2.1356 -0.4842
H 1.6806 0.5192 -0.5038
H 0.7075 1.1690 0.7376
H 1.4886 1.8264 3.1251
H 0.7104 3.0026 2.4393
O 0.8223 2.0449 2.4630
H 2.8417 -4.2950 1.2393
H 1.9293 -3.7907 2.3575
O 2.3085 -3.5418 1.5084
*
```

Results
* E: -403.04431 a.u.
* gap between HOMO and LUMO (alpha / beta): 3.687 / 11.368 eV
* HOMO (alpha / beta): -2.96 / -10.75 eV
* lowest unoccupied orbital energy (alpha / beta): 0.0268 / 0.0228 hartree

Charges computed using natural (NBO), reported in e: atom 1 (C): -0.380, atom 2 (C): 0.077, atom 3 (C): -0.647, atom 4 (O): -0.747, atom 5 (N): -0.968, atom 6 (H): 0.205, atom 7 (H): 0.210, atom 8 (H): 0.183, atom 9 (H): 0.224, atom 10 (H): 0.213, atom 11 (H): 0.224, atom 12 (H): 0.486, atom 13 (H): 0.190, atom 14 (H): 0.384, atom 15 (H): 0.444, atom 16 (H): 0.476, atom 17 (H): 0.458, atom 18 (O): -1.028, atom 19 (H): 0.467, atom 20 (H): 0.468, atom 21 (O): -0.939

---

3 unconnected molecules or ions with the total composition C3H14NO3 at a distorted geometry. Source: the Open Molecules 2025 dataset; level of theory: the ωB97M-V functional and the def2-TZVPD basis.

Geometry as ORCA input:
```
! wB97M-V def2-TZVPD RIJCOSX def2/J DEFGRID3
* xyz 0 2
O -0.8029 -1.5321 2.1317
C -1.5019 -0.6454 1.2396
C -1.0450 -0.8495 -0.2166
N 0.0448 0.0949 -0.6081
C 0.6848 -0.2963 -1.9026
H -1.2550 -2.3932 2.1699
H -2.5802 -0.7982 1.3184
H -1.2291 0.3557 1.5710
H -1.8859 -0.6729 -0.8829
H -0.7119 -1.8748 -0.3369
H 0.7490 0.1228 0.1348
H -0.3947 1.0224 -0.6838
H 0.4084 -1.3156 -2.1186
H 1.7552 -0.1595 -1.8046
H 0.2812 0.3572 -2.6728
H -1.5079 3.1354 0.6549
H -0.0004 2.9045 0.4449
O -0.8631 2.4303 0.4600
H 3.0501 0.1269 1.1389
H 3.8390 -0.0825 -0.2152
O 2.9652 0.0699 0.1780
*
```

Results
* E: -403.02875 a.u.
* gap between HOMO and LUMO (alpha / beta): 3.178 / 11.463 eV
* HOMO (alpha / beta): -2.60 / -11.06 eV
* lowest unoccupied orbital energy (alpha / beta): 0.0214 / 0.0148 hartree

Charges computed using natural (NBO), reported in e: atom 1 (O): -0.726, atom 2 (C): -0.120, atom 3 (C): -0.265, atom 4 (N): -0.623, atom 5 (C): -0.485, atom 6 (H): 0.468, atom 7 (H): 0.178, atom 8 (H): 0.229, atom 9 (H): 0.213, atom 10 (H): 0.215, atom 11 (H): 0.431, atom 12 (H): 0.438, atom 13 (H): 0.203, atom 14 (H): 0.244, atom 15 (H): 0.212, atom 16 (H): 0.466, atom 17 (H): 0.338, atom 18 (O): -1.267, atom 19 (H): 0.460, atom 20 (H): 0.475, atom 21 (O): -1.083

---

Which of these has the highest E?
number 2